This record from OMol25 describes 3 unconnected molecules or ions with the total composition C13H25F3O6S2 at a distorted geometry. The level of theory is the ωB97M-V functional and the def2-TZVPD basis.

Last column: natural (NBO) charge in e.
Cartesian coordinates (Å):
C  -8.244338  1.862448  1.249262  -0.25
O  -7.566545  0.856712  0.519227  -0.53
C  -6.456738  0.323632  1.191357  -0.08
C  -5.162425  1.117701  0.922923  -0.10
O  -4.786674  1.764698  2.131865  -0.53
C  -3.409357  2.056878  2.228253  -0.16
C  -2.759486  1.131130  3.301173  0.95
F  -2.541166  1.793367  4.416173  -0.32
F  -1.625026  0.654785  2.823207  -0.32
F  -3.521676  0.111341  3.570828  -0.31
H  -8.063222  1.792389  2.320500  0.17
H  -7.943618  2.867075  0.941641  0.17
H  -9.301245  1.761508  1.023189  0.19
H  -6.593374  0.266485  2.270203  0.18
H  -6.279887  -0.689937  0.836829  0.19
H  -5.407375  1.851067  0.148406  0.18
H  -4.379420  0.474440  0.520839  0.18
H  -3.342441  3.060902  2.640082  0.20
H  -2.873989  1.969298  1.288151  0.22
O  0.594127  3.040540  -0.879017  -0.95
S  0.670647  1.771588  -0.196449  2.17
O  -0.507550  0.972855  0.048729  -0.95
C  1.906674  0.761011  -0.998017  -0.68
C  3.208715  1.115551  -0.289390  -0.42
C  2.859291  1.184628  1.203616  -0.40
C  1.566237  1.999695  1.342295  -0.68
H  1.920445  0.980435  -2.064006  0.25
H  1.638986  -0.280374  -0.830254  0.25
H  3.987298  0.389299  -0.490342  0.25
H  3.563935  2.091498  -0.631848  0.21
H  2.699512  0.173009  1.583596  0.21
H  3.665004  1.630509  1.786424  0.22
H  0.947702  1.652751  2.167370  0.25
H  1.770002  3.063340  1.453191  0.24
O  3.261373  -2.085402  -0.706969  -0.94
S  4.220529  -1.835879  -1.753998  2.17
O  4.731836  -0.521930  -2.042107  -0.94
C  5.606063  -2.944261  -1.534072  -0.67
C  5.216179  -4.193700  -2.317856  -0.41
C  4.606496  -3.688244  -3.631705  -0.40
C  3.620176  -2.567590  -3.279423  -0.68
H  5.761325  -3.127735  -0.473120  0.26
H  6.484226  -2.464799  -1.965851  0.24
H  6.075931  -4.838766  -2.492401  0.23
H  4.472087  -4.766885  -1.760285  0.22
H  5.398435  -3.293859  -4.271692  0.21
H  4.110374  -4.487182  -4.180659  0.23
H  3.581435  -1.800474  -4.048986  0.26
H  2.620510  -2.955544  -3.090881  0.25

Cartesian forces (eV/Å) of the 3 atoms listed first:
0.0 0.3 -0.4
-0.2 -0.2 0.4
1.1 -0.1 -0.4

The value obtained for the LUMO energy is 0.4 eV. The value obtained for the molar mass is 398.46 g/mol. The value obtained for the strongest force on any atom is 2.69 eV Å⁻¹. The SMILES is COCCOCC(F)(F)F.O=S1(=O)CCCC1.O=S1(=O)CCCC1. The value obtained for the HOMO-LUMO gap is 9.96 eV.

---

This record from OMol25 describes 2 unconnected molecules or ions with the total composition C9H14O at a distorted geometry. The level of theory is the ωB97M-V functional and the def2-TZVPD basis.

Last column: natural (NBO) charge in e.
Cartesian coordinates (Å):
C  3.353812  0.945030  -0.015459  -0.64
C  1.854567  0.923342  -0.198609  -0.05
C  1.160686  2.123431  -0.206125  -0.20
C  -0.220973  2.168589  -0.497900  -0.28
C  -0.787133  0.945395  -0.887164  0.29
O  -2.110257  0.820511  -1.250137  -0.69
C  -0.065516  -0.248960  -0.926041  -0.26
C  1.249311  -0.282017  -0.556813  -0.18
H  3.583180  0.877835  1.048636  0.22
H  3.802962  1.795574  -0.536408  0.22
H  3.931820  0.143367  -0.491010  0.22
H  1.590056  3.008000  0.258062  0.21
H  -0.916266  2.988409  -0.464854  0.21
H  -2.440457  1.655982  -1.572546  0.48
H  -0.669237  -1.090889  -1.226278  0.23
H  1.810239  -1.175253  -0.302446  0.22
C  -1.620502  -1.458443  1.537560  -0.62
C  -2.134838  -2.470651  0.469459  -0.63
H  -2.102709  -1.638328  2.493493  0.20
H  -0.558442  -1.697215  1.604374  0.20
H  -1.729416  -0.415061  1.270582  0.21
H  -2.622969  -1.895949  -0.332249  0.21
H  -2.985543  -3.015427  0.871318  0.21
H  -1.372378  -3.007271  -0.089447  0.21

Cartesian forces (eV/Å) of the 3 atoms listed first:
0.5 -0.1 0.1
1.1 0.0 -1.1
-1.5 0.5 0.9

The value obtained for the LUMO energy is 0.8 eV. The value obtained for the molar mass is 138.21 g/mol. The value obtained for the strongest force on any atom is 2.45 eV Å⁻¹. The SMILES is Cc1ccc(O)cc1.CC. Its relative energy (zero: lowest compared OMol25 entry of this formula, charge and spin) is 21.89 kcal/mol. The value obtained for the HOMO-LUMO gap is 9.24 eV.